--- w ---
DFT (ωB97M-V/def2-TZVPD) results for C2H2N4O2 in the gas phase.

Calculated values
HOMO energy: -9.8830 eV
SMILES string: O=C/N=c1\nn[nH]o1
Gap between HOMO and LUMO: 9.02 eV

```
10
C2H2N4O2 | OMol25 | ωB97M-V/def2-TZVPD
O 0.595 1.936 2.158
C 0.667 2.037 0.918
N 0.007 1.259 -0.110
C -0.071 -0.020 -0.277
N 0.471 -0.972 0.456
N 0.079 -2.074 -0.094
N -0.649 -1.865 -1.094
O -0.878 -0.530 -1.290
H 1.330 2.685 0.425
H -1.550 -2.458 -1.091
```

---

--- x ---
DFT (ωB97M-V/def2-TZVPD) results for C2H2N4O2 in the gas phase.

Calculated values
HOMO energy: -10.9204 eV
SMILES string: [H]/N=c1\nnoc(=O)[nH]1
Gap between HOMO and LUMO: 10.01 eV

```
10
C2H2N4O2 | OMol25 | ωB97M-V/def2-TZVPD
H 2.663 0.069 -0.719
N 2.059 -0.749 -0.075
C 0.869 -0.179 0.033
N 0.791 1.398 -0.101
N -0.326 1.938 0.209
O -1.468 1.220 0.107
C -1.483 -0.289 0.066
O -2.557 -0.707 -0.285
N -0.238 -0.894 0.610
H -0.311 -1.809 0.153
```

---

--- y ---
DFT (ωB97M-V/def2-TZVPD) results for C2H2N4O2 in the gas phase.

Calculated values
HOMO energy: -9.2339 eV
Gap between HOMO and LUMO: 8.81 eV

```
10
C2H2N4O2 | OMol25 | ωB97M-V/def2-TZVPD
C 1.931 1.087 -0.423
C -0.509 0.155 -0.211
N 2.023 0.037 0.125
N 1.437 -0.927 0.574
N 0.070 -0.929 0.232
N -1.936 0.087 -0.020
O -2.737 0.021 -0.918
O -2.190 0.386 1.124
H 2.349 1.826 -1.160
H -0.438 -1.743 0.679
```

---

--- z ---
DFT (ωB97M-V/def2-TZVPD) results for C2H2N4O2 in the gas phase.

Calculated values
HOMO energy: -9.6828 eV
SMILES string: [H]/N=N/c1nonc1O
Gap between HOMO and LUMO: 9.60 eV

```
10
C2H2N4O2 | OMol25 | ωB97M-V/def2-TZVPD
H -1.995 2.206 -0.738
N -1.552 1.562 -0.196
N -0.367 1.580 -0.464
C 0.400 0.513 0.045
N 1.593 0.776 0.419
O 2.195 -0.313 0.829
N 1.357 -1.420 0.587
C 0.227 -0.996 0.127
O -0.956 -1.506 -0.120
H -0.903 -2.402 -0.490
```

---

The least stable of them is y.

---

--- w ---
DFT (ωB97M-V/def2-TZVPD) results for 2 unconnected molecules or ions with the total composition C2H2N4O2.

Calculated values
HOMO energy: -10.3617 eV
Gap between HOMO and LUMO: 7.98 eV

```
10
C2H2N4O2 | OMol25 | ωB97M-V/def2-TZVPD
C 0.179 0.224 1.393
C 0.055 0.559 -1.324
H -1.395 -1.371 -1.208
H 0.871 -1.720 0.685
N -0.395 1.313 0.777
N -0.081 1.673 -0.398
N -0.226 -0.764 -0.722
N 0.076 -0.945 0.752
O 0.702 0.223 2.581
O 0.215 0.807 -2.535
```

---

--- x ---
DFT (ωB97M-V/def2-TZVPD) results for C2H2N4O2 in the gas phase.

Calculated values
HOMO energy: -11.0733 eV
SMILES string: O=c1nn[nH]c(=O)[nH]1
Gap between HOMO and LUMO: 9.98 eV

```
10
C2H2N4O2 | OMol25 | ωB97M-V/def2-TZVPD
O -1.471 -2.142 0.294
C -0.600 -1.306 0.254
N 0.603 -1.448 1.079
N 1.456 -0.440 0.899
N 1.201 0.519 -0.021
C -0.023 0.981 -0.626
O -0.153 2.163 -1.097
N -0.813 -0.023 -0.435
H 1.657 1.552 0.536
H -1.857 0.144 -0.885
```

---

The least stable of them is w.

---

--- w ---
DFT (ωB97M-V/def2-TZVPD) results for 2 unconnected molecules or ions with the total composition C3H9ClN3O2S.

Calculated values
HOMO energy: -13.5676 eV
Gap between HOMO and LUMO: 9.56 eV
Total charge: +1

```
19
C3H9ClN3O2S | OMol25 | ωB97M-V/def2-TZVPD
C 1.099 0.565 -0.169
C -0.144 -1.152 0.977
C 2.605 0.671 0.228
N 0.207 0.304 0.858
N 0.354 -1.660 -0.113
N 0.835 -0.680 -1.040
O -2.528 1.609 -0.543
O -4.160 -0.044 -1.338
S -3.881 0.763 -0.203
Cl -3.215 -0.729 1.236
H 0.858 1.406 -0.831
H -0.848 -1.558 1.702
H 3.197 1.209 -0.614
H 3.100 -0.371 0.575
H 2.660 1.206 1.100
H 0.041 0.909 1.654
H 0.399 -2.657 -0.494
H -2.115 1.136 -1.355
H 1.538 -0.927 -1.630
```

---

--- x ---
DFT (ωB97M-V/def2-TZVPD) results for a gas-phase ion, C3H9ClN3O2S (charge +1).

Calculated values
HOMO energy (spin up / spin down): -14.5832 / -11.9094 eV
Gap between HOMO and LUMO (spin up / spin down): 9.69 / 5.80 eV
Total charge: +1

```
19
C3H9ClN3O2S | OMol25 | ωB97M-V/def2-TZVPD
C 1.144 0.366 1.238
C 1.422 -0.986 0.573
C -0.745 1.414 0.137
N -0.256 0.612 1.098
N 1.016 0.007 -1.650
N 0.866 -1.158 -0.845
O -1.932 -0.697 -0.601
O -2.764 1.498 -1.574
S -2.291 0.687 -0.497
Cl -3.617 0.971 1.019
H 1.562 0.305 2.213
H 1.812 1.064 0.917
H 2.436 -1.027 0.412
H 0.802 -1.735 1.239
H -0.262 2.148 -0.575
H -0.754 -0.169 1.459
H 0.446 0.087 -2.467
H 1.281 -1.946 -1.418
H -0.166 -1.442 -0.677
```

---

The least stable of them is x.